{
  "formula": "C30H34AsBr2LaN2O3S4",
  "method": "wB97M-V/def2-TZVPD",
  "species": ["H", "O", "O", "H", "H", "H", "C", "H", "C", "C", "C", "H", "C", "H", "H", "C", "H", "H", "C", "C", "H", "H", "C", "As", "H", "C", "C", "H", "O", "C", "C", "C", "C", "H", "Br", "C", "C", "C", "N", "H", "H", "Br", "H", "H", "C", "C", "C", "C", "S", "C", "C", "H", "H", "H", "S", "C", "H", "S", "H", "C", "H", "H", "H", "H", "C", "H", "La", "H", "H", "C", "H", "S", "N", "H", "C", "C", "H"],
  "coordinates": [[15.14460, 8.12403, 16.06854], [16.33500, 16.50725, 12.67194], [15.71367, 14.08566, 12.91840], [7.48898, 11.49283, 14.25822], [16.99382, 13.59706, 14.49446], [5.97878, 14.64538, 9.80930], [15.03438, 9.10138, 16.58631], [7.39532, 9.74878, 12.00359], [9.75488, 10.58837, 13.24039], [7.79244, 12.16473, 13.45083], [16.28366, 15.58035, 14.85839], [17.53870, 18.46872, 13.66614], [6.55411, 14.26255, 8.92418], [15.89199, 6.99762, 17.86982], [10.31315, 11.14453, 13.98413], [15.06017, 11.52000, 15.87369], [5.96156, 14.61444, 8.04306], [15.87239, 15.64992, 12.40459], [16.47661, 16.68348, 14.02032], [8.59478, 14.80997, 7.57774], [14.84066, 10.76222, 20.97479], [8.63196, 16.99152, 9.04312], [8.50877, 13.38995, 10.88138], [15.45901, 10.25562, 10.17656], [14.40871, 14.20052, 15.68534], [15.76371, 7.60294, 19.96815], [15.12869, 9.91852, 20.31362], [15.74736, 11.82412, 16.66202], [11.72296, 12.26453, 12.18098], [9.40175, 12.60197, 11.63302], [17.14373, 17.81966, 14.47335], [16.06279, 14.17181, 14.28180], [16.83572, 17.07483, 16.72074], [10.51440, 10.20566, 12.53488], [13.21491, 9.67650, 14.57461], [16.32460, 15.83052, 16.27207], [7.66832, 16.48625, 9.21393], [8.75312, 11.47935, 12.48112], [14.98323, 13.65730, 15.07810], [8.82351, 13.77936, 7.33319], [7.20095, 11.11580, 10.96061], [12.88370, 14.84630, 10.98610], [17.53779, 19.04435, 16.20756], [6.58726, 13.19233, 8.92271], [10.80188, 12.96494, 11.56519], [15.41639, 8.65304, 20.82904], [17.27773, 18.05221, 15.82783], [8.86671, 14.44722, 10.01954], [13.35955, 9.68148, 10.48671], [15.33627, 9.05363, 18.01088], [7.91084, 14.97158, 8.98842], [9.17186, 9.78431, 13.73981], [14.85984, 11.06639, 18.46543], [6.88648, 12.38887, 12.91658], [16.37993, 9.12440, 8.64629], [15.71519, 7.79758, 18.57230], [6.90054, 16.84912, 8.56287], [16.30945, 9.99652, 12.26336], [7.38657, 16.73724, 10.24194], [15.14367, 10.13380, 18.92106], [9.54526, 15.36588, 7.59385], [16.95536, 17.26176, 17.78484], [8.57578, 10.07187, 10.81579], [15.32616, 8.44290, 21.90205], [11.10745, 14.18144, 10.85402], [16.03459, 15.06618, 16.99227], [14.20766, 12.07712, 12.34027], [7.95451, 15.23502, 6.78479], [7.44706, 13.15823, 10.94553], [14.57348, 10.17336, 15.85376], [15.97364, 6.61400, 20.35416], [15.44708, 12.49465, 9.86189], [14.64745, 12.35335, 14.93952], [8.20272, 13.03736, 13.98210], [7.95508, 10.55385, 11.55428], [10.18826, 14.92302, 10.12755], [10.54860, 15.85568, 9.60038]],
  "homo_energy_ha": -0.057,
  "homo_lumo_gap_ev": 3.752,
  "spin_multiplicity": 1,
  "total_charge": -2,
  "energy_ev": -285912.82438,
  "lumo_ha": 0.0812
}